(1)
Density functional theory data (ωB97M-V with the def2-TZVPD basis set) for an isolated molecule of C3H7NO2 at a distorted geometry.

CARTESIAN COORDINATES (ANGSTROEM)
1 C 2.073 0.149 -0.144
2 N 0.659 0.290 -0.426
3 C -0.224 0.051 0.552
4 O 0.088 -0.112 1.733
5 C -1.679 -0.213 0.317
6 O -2.026 -0.641 -0.998
7 H 2.553 1.117 0.020
8 H 2.168 -0.441 0.772
9 H 2.569 -0.371 -0.968
10 H 0.326 0.376 -1.373
11 H -2.304 0.625 0.628
12 H -1.577 -0.840 1.281
13 H -2.627 0.010 -1.396

## Properties
Multiplicity: 1
Total energy, Eh: -323.71703
HOMO-LUMO gap, eV: 10.4
Relative energy (zero: lowest compared OMol25 entry of this formula, charge and spin), kJ/mol: 167.87
E_HOMO, eV: -9.82

These are the natural (NBO) partial charges, in e, on atoms 1 to 6:
1 C -0.42
2 N -0.59
3 C 0.62
4 O -0.66
5 C -0.20
6 O -0.72

---

(2)
Density functional theory data (ωB97M-V with the def2-TZVPD basis set) for the ion C7H4Cl2NO4S with charge -1 at a distorted geometry.

CARTESIAN COORDINATES (ANGSTROEM)
1 O -4.286 -0.179 -0.728
2 C -3.350 -0.998 -0.873
3 O -3.442 -2.135 -1.392
4 C -1.971 -0.527 -0.475
5 C -0.909 -1.458 -0.555
6 C 0.359 -1.106 -0.061
7 C 0.582 0.136 0.521
8 S 2.292 0.452 1.107
9 O 2.352 1.157 2.422
10 O 3.107 -0.781 1.154
11 N 2.973 1.510 -0.117
12 Cl 2.460 1.257 -1.815
13 Cl 4.728 1.684 0.104
14 C -0.447 1.091 0.551
15 C -1.742 0.727 0.088
16 H -1.037 -2.460 -0.935
17 H 1.196 -1.845 -0.073
18 H -0.273 2.092 0.971
19 H -2.590 1.384 0.104

## Properties
Multiplicity: 1
Total energy, Eh: -1943.40572
HOMO-LUMO gap, eV: 6.1
Relative energy (zero: lowest compared OMol25 entry of this formula, charge and spin), kJ/mol: 10.43
Net charge: -1
E_HOMO, eV: -4.93

These are the natural (NBO) partial charges, in e, on atoms 1 to 6:
1 O -0.75
2 C 0.71
3 O -0.75
4 C -0.07
5 C -0.19
6 C -0.15

---

(3)
Density functional theory data (ωB97M-V with the def2-TZVPD basis set) for the ion C4H8NO2 with charge -1 at a distorted geometry.

CARTESIAN COORDINATES (ANGSTROEM)
1 C 0.379 -1.671 0.389
2 C -0.207 -0.502 -0.442
3 C -1.369 0.206 0.244
4 O -1.093 1.339 1.040
5 N 0.887 0.276 -1.028
6 C 1.437 1.374 -0.665
7 O 1.184 2.244 0.225
8 H -0.407 -2.008 1.037
9 H 1.210 -1.304 1.039
10 H 0.651 -2.439 -0.302
11 H -0.631 -0.920 -1.352
12 H -2.083 -0.368 0.830
13 H -2.069 0.550 -0.553
14 H -0.193 1.630 0.814
15 H 2.305 1.591 -1.277

## Properties
Multiplicity: 1
Total energy, Eh: -362.45958
HOMO-LUMO gap, eV: 8.0
Relative energy (zero: lowest compared OMol25 entry of this formula, charge and spin), kJ/mol: 169.74
Net charge: -1
E_HOMO, eV: -3.73

These are the natural (NBO) partial charges, in e, on atoms 1 to 6:
1 C -0.61
2 C -0.09
3 C -0.07
4 O -0.78
5 N -0.68
6 C 0.45

---

(4)
Density functional theory data (ωB97M-V with the def2-TZVPD basis set) for a structure of composition C2H4O2S at a distorted geometry.

CARTESIAN COORDINATES (ANGSTROEM)
1 C 0.920 -0.432 0.165
2 C -0.403 -1.024 0.298
3 O -0.740 1.682 -0.132
4 O 0.584 1.451 0.156
5 S 2.423 -0.489 -0.142
6 H -0.587 -1.555 -0.645
7 H -0.981 -0.075 0.295
8 H -0.369 -1.700 1.037
9 H -0.846 2.142 -1.031

## Properties
Multiplicity: 1
Total energy, Eh: -627.07427
HOMO-LUMO gap, eV: 8.3
Relative energy (zero: lowest compared OMol25 entry of this formula, charge and spin), kJ/mol: 551.00
E_HOMO, eV: -8.57

These are the natural (NBO) partial charges, in e, on atoms 1 to 6:
1 C 0.12
2 C -0.77
3 O -0.49
4 O -0.39
5 S 0.25
6 H 0.25

---

(5)
Density functional theory data (ωB97M-V with the def2-TZVPD basis set) for a structure of composition C34H33BrIIrN2O2Si2 at a distorted geometry.

CARTESIAN COORDINATES (ANGSTROEM)
1 Ir 0.893 0.312 -0.945
2 I 2.712 0.553 1.177
3 C 2.020 -1.400 1.774
4 C 2.756 -2.076 2.751
5 C 2.315 -3.306 3.191
6 C 1.150 -3.860 2.670
7 C 0.438 -3.216 1.644
8 C -0.725 -3.785 1.094
9 C -1.423 -3.156 0.061
10 C -0.961 -1.965 -0.450
11 C 0.214 -1.357 0.053
12 C 0.900 -1.956 1.136
13 H 3.646 -1.623 3.160
14 H 2.868 -3.834 3.951
15 H 0.781 -4.802 3.046
16 H -1.072 -4.726 1.489
17 H -2.318 -3.608 -0.337
18 H -1.482 -1.494 -1.277
19 C 0.897 -2.715 -3.090
20 Si 2.022 -1.394 -2.263
21 C 3.368 -2.364 -1.284
22 C 2.840 -0.310 -3.627
23 C 3.694 -0.917 -4.540
24 C 4.290 -0.186 -5.553
25 C 4.031 1.168 -5.673
26 C 3.181 1.782 -4.772
27 C 2.588 1.054 -3.748
28 Si 1.483 2.055 -2.521
29 C 2.707 3.334 -1.748
30 C 0.062 2.843 -3.566
31 H 1.461 -3.241 -3.854
32 H 0.019 -2.290 -3.566
33 H 0.565 -3.447 -2.362
34 H 4.018 -2.900 -1.971
35 H 2.914 -3.097 -0.624
36 H 3.998 -1.718 -0.680
37 H 3.900 -1.973 -4.464
38 H 4.948 -0.674 -6.252
39 H 4.487 1.739 -6.468
40 H 2.981 2.839 -4.873
41 H 2.737 4.241 -2.345
42 H 3.711 2.919 -1.737
43 H 2.452 3.610 -0.731
44 H 0.346 3.835 -3.908
45 H -0.876 2.940 -3.030
46 H -0.118 2.228 -4.445
47 C -0.225 4.900 -0.791
48 O -0.484 3.600 -0.289
49 C -1.409 3.482 0.707
50 C -2.110 4.558 1.239
51 C -3.037 4.339 2.260
52 Br -3.946 5.834 2.995
53 C -3.312 3.081 2.724
54 C -2.628 1.969 2.193
55 C -1.636 2.190 1.210
56 O -0.844 1.159 0.759
57 C -3.013 0.699 2.734
58 N -3.718 0.650 3.860
59 C -3.970 -0.643 4.118
60 C -4.657 -1.223 5.193
61 C -4.789 -2.592 5.195
62 C -4.253 -3.378 4.170
63 C -3.551 -2.826 3.104
64 C -3.409 -1.455 3.090
65 N -2.781 -0.575 2.232
66 H -1.118 5.347 -1.238
67 H 0.535 4.782 -1.556
68 H 0.157 5.549 0.000
69 H -1.950 5.561 0.888
70 H -4.058 2.906 3.481
71 H -0.898 0.427 1.391
72 H -5.048 -0.598 5.976
73 H -5.307 -3.081 6.004
74 H -4.391 -4.449 4.208
75 H -3.133 -3.448 2.329
76 H -2.435 -0.831 1.319

## Properties
Multiplicity: 2
Total energy, Eh: -5130.17457
HOMO-LUMO gap (alpha / beta), eV: 4.7 / 4.4
Relative energy (zero: lowest compared OMol25 entry of this formula, charge and spin), kJ/mol: 415.84
Net charge: +1
E_HOMO (alpha / beta), eV: -10.14 / -10.14

These are the Löwdin partial charges, in e, on atoms 1 to 6:
1 Ir 0.66
2 I 1.20
3 C -0.52
4 C -0.12
5 C -0.05
6 C 0.01

---

(6)
Density functional theory data (ωB97M-V with the def2-TZVPD basis set) for a structure of composition C31H57EuN2O2P2S at a distorted geometry.

CARTESIAN COORDINATES (ANGSTROEM)
1 C -1.315 -1.816 -1.853
2 C 0.921 -1.174 -1.503
3 C -0.973 -2.465 -3.053
4 C 1.328 -1.998 -2.578
5 C 0.366 -2.553 -3.415
6 H -1.770 -2.897 -3.652
7 H 2.396 -2.216 -2.647
8 H 0.665 -3.072 -4.313
9 N -0.403 -1.186 -1.097
10 P -3.078 -1.042 0.250
11 P 2.721 0.933 -0.399
12 C -2.750 -1.947 -1.336
13 H -3.456 -1.647 -2.108
14 H -2.950 -3.009 -1.176
15 C -0.339 2.939 2.449
16 O -0.271 4.082 2.416
17 C 1.924 -0.574 -0.623
18 H 2.494 -1.344 -0.071
19 C 4.161 1.245 -1.556
20 C 3.334 0.885 1.405
21 C -4.357 0.303 -0.218
22 C -3.776 -2.457 1.340
23 C 4.001 2.736 -1.905
24 H 4.423 3.355 -1.097
25 H 4.542 2.960 -2.835
26 H 2.962 3.056 -2.007
27 C 5.565 1.070 -0.972
28 H 5.774 1.774 -0.151
29 H 5.769 0.047 -0.655
30 H 6.273 1.309 -1.778
31 C 4.090 0.260 -2.739
32 H 4.448 0.740 -3.658
33 H 4.719 -0.620 -2.552
34 H 3.097 -0.153 -2.930
35 C 3.839 2.263 1.859
36 H 3.028 3.004 1.862
37 H 4.231 2.178 2.884
38 H 4.652 2.639 1.234
39 C 2.177 0.437 2.312
40 H 1.364 1.186 2.354
41 H 1.826 -0.578 2.047
42 H 2.538 0.338 3.346
43 C 4.462 -0.142 1.607
44 H 5.442 0.224 1.308
45 H 4.564 -0.374 2.679
46 H 4.279 -1.095 1.093
47 C -4.155 -1.868 2.706
48 H -4.547 -2.678 3.336
49 H -3.272 -1.450 3.210
50 H -4.927 -1.088 2.648
51 C -2.638 -3.472 1.548
52 H -2.365 -3.999 0.628
53 H -1.740 -2.996 1.966
54 H -2.981 -4.219 2.271
55 C -4.966 -3.153 0.670
56 H -5.183 -4.073 1.230
57 H -5.880 -2.547 0.691
58 H -4.761 -3.442 -0.367
59 C -4.240 0.642 -1.714
60 H -4.619 -0.160 -2.358
61 H -4.847 1.530 -1.935
62 H -3.203 0.867 -1.994
63 C -4.023 1.565 0.604
64 H -3.029 1.978 0.357
65 H -4.771 2.337 0.366
66 H -4.065 1.375 1.689
67 C -5.796 -0.128 0.085
68 H -6.107 -0.997 -0.509
69 H -5.958 -0.331 1.152
70 H -6.470 0.701 -0.185
71 Eu -0.485 0.112 1.130
72 N 0.279 1.867 -0.212
73 C 1.030 1.662 -1.172
74 C 0.608 2.140 -2.671
75 C 1.530 1.595 -3.732
76 C -0.757 1.569 -3.040
77 C 0.562 3.658 -2.685
78 H 2.554 1.936 -3.579
79 H 1.476 0.496 -3.690
80 H 1.188 1.914 -4.732
81 H -1.571 1.856 -2.380
82 H -1.043 1.840 -4.065
83 H -0.714 0.473 -3.033
84 H 0.234 4.027 -3.667
85 H -0.082 4.071 -1.915
86 H 1.534 4.114 -2.501
87 C 0.219 -0.099 5.405
88 S -0.430 -1.564 4.577
89 C 1.045 -2.608 4.595
90 O -0.523 -1.123 3.092
91 H 1.316 -0.131 5.463
92 H -0.202 -0.123 6.415
93 H -0.119 0.803 4.876
94 H 0.755 -3.501 5.163
95 H 1.335 -2.885 3.573
96 H 1.866 -2.100 5.118

## Properties
Multiplicity: 8
Total energy, Eh: -3266.31812
HOMO-LUMO gap (alpha / beta), eV: 6.8 / 7.0
Relative energy (zero: lowest compared OMol25 entry of this formula, charge and spin), kJ/mol: 295.80
Net charge: +1
E_HOMO (alpha / beta), eV: -8.79 / -9.01

These are the Löwdin partial charges, in e, on atoms 1 to 6:
1 C -0.32
2 C -0.34
3 C -0.03
4 C -0.04
5 C -0.04
6 H 0.12

---

(7)
Density functional theory data (ωB97M-V with the def2-TZVPD basis set) for a structure of composition CH3NOP2S at a distorted geometry.

CARTESIAN COORDINATES (ANGSTROEM)
1 C 0.818 1.088 -0.818
2 N 0.404 1.809 0.140
3 O 1.121 -0.933 1.222
4 P 0.786 -0.705 -0.907
5 P -0.060 -0.507 2.126
6 S -0.467 1.486 1.551
7 H 1.447 1.596 -1.539
8 H -0.624 -0.734 -0.317
9 H -1.149 -0.869 1.510

## Properties
Multiplicity: 1
Total energy, Eh: -1250.70473
HOMO-LUMO gap (alpha / beta), eV: 7.2 / 7.2
Relative energy (zero: lowest compared OMol25 entry of this formula, charge and spin), kJ/mol: 301.57
E_HOMO (alpha / beta), eV: -8.78 / -8.78

These are the natural (NBO) partial charges, in e, on atoms 1 to 6:
1 C -0.32
2 N -0.50
3 O -1.03
4 P 0.75
5 P 0.91
6 S 0.16

---

(8)
Density functional theory data (ωB97M-V with the def2-TZVPD basis set) for a structure of composition C23H49BrCaCl2KLiN3O13PS2 at a distorted geometry.

CARTESIAN COORDINATES (ANGSTROEM)
1 C 0.186 -1.160 -3.804
2 C -0.577 -0.955 -2.739
3 C -1.494 -0.476 -1.479
4 C -3.059 -0.632 -1.862
5 C -3.888 -0.957 -0.488
6 C -3.440 0.085 0.656
7 N -3.465 1.412 0.290
8 C -3.032 2.362 1.395
9 C -2.150 3.445 0.582
10 C -3.001 4.586 -0.170
11 C -3.760 4.347 -1.604
12 N -3.098 5.822 0.361
13 C -2.314 1.325 2.422
14 P -0.390 1.191 2.373
15 N 0.127 -0.240 2.908
16 O 0.273 2.377 3.433
17 O 0.253 1.385 0.798
18 C -2.973 -0.147 2.196
19 C -4.159 -0.685 3.181
20 Br -4.134 0.069 5.038
21 C -5.672 -0.512 2.601
22 C -6.179 -1.864 1.813
23 H 0.939 -1.052 -4.669
24 H -1.277 -1.135 -0.541
25 H -1.193 0.609 -1.217
26 H -3.440 0.386 -2.291
27 H -3.264 -1.420 -2.697
28 H -3.836 -2.066 -0.180
29 H -5.001 -0.710 -0.741
30 H -3.739 1.750 -0.650
31 H -4.008 2.771 1.884
32 H -1.587 2.850 -0.250
33 H -1.365 3.955 1.279
34 H -3.463 3.328 -2.090
35 H -4.905 4.314 -1.461
36 H -3.464 5.154 -2.390
37 H -3.665 6.387 -0.316
38 H -2.449 1.866 3.440
39 H 0.687 -0.719 2.184
40 H 0.076 2.065 4.351
41 H 0.760 0.588 0.496
42 H -2.247 -1.039 2.174
43 H -3.989 -1.835 3.295
44 H -6.396 -0.430 3.544
45 H -5.844 0.456 1.986
46 H -6.467 -1.553 0.742
47 H -7.103 -2.352 2.322
48 H -5.284 -2.605 1.713
49 O 3.722 -3.407 0.592
50 Cl 3.582 -2.026 0.993
51 O 4.164 -1.167 -0.017
52 O 4.259 -1.817 2.256
53 O 2.174 -1.706 1.143
54 C -2.950 -2.128 -7.588
55 S -2.365 -0.904 -6.393
56 O -3.092 -1.151 -5.107
57 C -3.140 0.521 -7.192
58 H -2.611 -3.114 -7.267
59 H -4.040 -2.115 -7.631
60 H -2.532 -1.905 -8.571
61 H -4.219 0.367 -7.260
62 H -2.716 0.655 -8.191
63 H -2.930 1.429 -6.582
64 O -0.956 2.394 -3.045
65 H -1.408 2.478 -2.176
66 H -1.289 1.571 -3.563
67 H 0.025 2.380 -2.939
68 O 7.426 0.810 -2.386
69 C 7.826 -0.216 -1.633
70 C 7.063 -0.173 -0.227
71 O 7.479 -1.192 0.539
72 H 8.909 -0.268 -1.385
73 H 7.648 -1.230 -2.030
74 H 5.990 -0.136 -0.474
75 H 7.224 0.847 0.166
76 Li -7.024 -1.985 4.570
77 Cl -2.374 1.717 -4.972
78 Ca 8.575 1.033 0.772
79 O 9.474 -6.048 -0.658
80 C 9.221 -4.959 0.034
81 C 8.443 -3.898 -0.918
82 O 8.200 -2.794 -0.224
83 H 10.087 -4.409 0.443
84 H 8.587 -5.067 0.931
85 H 7.571 -4.443 -1.316
86 H 9.067 -3.796 -1.823
87 C 3.529 -0.908 5.934
88 S 3.305 0.533 4.869
89 O 4.602 1.278 4.841
90 C 2.195 1.417 5.990
91 H 4.227 -1.592 5.448
92 H 3.937 -0.599 6.899
93 H 2.570 -1.410 6.075
94 H 2.688 1.580 6.951
95 H 1.281 0.837 6.130
96 H 1.947 2.381 5.542
97 K -5.875 2.014 2.599

## Properties
Multiplicity: 1
Total energy, Eh: -7963.96090
HOMO-LUMO gap, eV: 2.4
E_HOMO, eV: -5.20

These are the Löwdin partial charges, in e, on atoms 1 to 6:
1 C 0.07
2 C -0.09
3 C -0.19
4 C -0.18
5 C -0.13
6 C -0.22